1.
DFT (ωB97M-V with the def2-TZVPD basis set) results for C9H21AlO3 as an isolated structure at a distorted geometry.

```
34
Properties=species:S:1:pos:R:3
H -5.9610 2.7482 -0.2066
H 3.4367 4.0880 1.4488
C 3.3242 2.5950 -0.0919
H -6.1515 -0.5561 0.4932
H 3.7875 3.2480 -0.8315
C 1.5925 -2.8444 -0.2423
C 4.0091 1.2739 -0.4425
O -3.4226 1.5640 -0.0461
C -4.6628 1.0939 0.4653
H -0.2523 -3.8167 -1.0630
H -6.7792 1.7011 0.8846
H 3.3714 -4.0198 -1.1197
H 3.1174 2.5027 2.0052
H 3.6462 0.4523 0.1750
H 5.0658 1.4322 -0.2267
H -0.0583 -4.1083 0.5721
H -4.5891 -1.0573 -0.1937
H 4.7715 2.8558 1.5420
H 2.1531 -2.9924 0.6807
H -5.6161 2.7374 1.5673
Al -0.5297 0.8762 -0.1807
H -5.5900 0.0274 -1.0847
C -5.7999 2.1333 0.6789
C -5.2798 -0.2232 -0.0702
H 0.8621 -5.0080 -0.4550
H 3.6400 -2.3934 -1.1691
O 1.9129 2.5824 -0.1456
H 2.4973 -3.1137 -2.2351
O 1.0730 -1.5561 -0.4708
C 3.7294 3.0504 1.2885
C 0.5388 -3.9746 -0.3300
H -4.4087 0.7594 1.4711
H 3.7684 1.0344 -1.4783
C 2.8035 -3.0920 -1.1892
```

⟨S²⟩ = 0.755
HOMO (alpha / beta) = -3.757 / -3.719 eV
LUMO (alpha / beta) = 2.9 / 0.3 eV
Total charge = -1
2S+1 = 2
Orbital gap (alpha / beta) = 6.67 / 4.03 eV
E = -22408.290 eV

2.
DFT (ωB97M-V with the def2-TZVPD basis set) results for C13H15B2CrN4O25 as an isolated structure at a distorted geometry.

```
60
Properties=species:S:1:pos:R:3
H 5.6235 -1.8238 1.0619
B 1.5350 3.0764 -2.4133
O 2.4701 -1.4583 0.5087
O -3.3705 -2.2616 1.5512
O -1.5578 -1.4415 -1.3181
C -3.0202 -0.2035 -2.6767
O -0.3654 2.1036 1.5185
C 2.7322 1.1193 -2.3690
C -1.3226 5.2762 2.6465
O -0.6249 -0.1254 0.9518
H 0.8525 -3.5527 5.1965
O 0.2092 5.5349 -4.4792
C 4.8345 -1.3880 0.4490
H 0.1175 -3.5580 -3.3341
O 0.9319 -0.2589 -1.3942
H 1.5682 -4.5292 -2.9589
O 3.6304 0.3086 -2.4169
O 1.1978 6.5221 -1.8515
O -0.7638 6.6629 0.6572
H 2.2063 -2.9700 4.0503
N -2.6291 -1.4084 -1.9378
C 1.3332 0.8629 -1.7340
C -1.0683 1.0284 1.0679
C 1.0527 -3.5867 -2.7748
O 2.8464 2.4468 -2.7483
N -2.7649 -3.2933 1.3765
H -4.3333 -4.5403 1.1059
H -2.7887 -5.4113 1.6578
O -0.9292 -2.7457 3.6710
O -2.5361 2.7869 1.0618
H -3.4511 -0.3318 -3.6697
H -2.0804 0.3188 -2.8560
O -3.4560 -2.3088 -1.8763
O -1.6836 -3.3008 0.8429
C 0.8244 4.8413 -3.6265
C 1.3614 5.3581 -2.2521
H 4.9342 -1.4418 -0.6351
H -3.6568 0.3232 -1.9659
H 1.6304 -2.7354 -3.1350
O 0.6429 2.0514 -1.7357
O 0.9175 3.5551 -3.6274
O 3.5277 -3.0446 1.5464
C 1.2238 -2.8072 4.4934
O 0.6300 -2.5932 2.2013
O -3.4718 0.8837 0.3885
H -3.7846 -4.3574 2.7581
O -1.4500 4.0039 2.7818
Cr 0.0818 -1.9173 -0.0147
N 0.2492 -2.6932 3.3565
N 3.5411 -2.0151 0.8629
O 1.7755 4.3227 -1.6306
O 0.8303 -3.4449 -1.3642
B -1.2570 3.2892 1.4914
H 1.2551 -1.8792 5.0643
O -1.5098 6.1560 3.5026
C -2.4934 1.5424 0.7464
C -0.8808 5.5545 1.1926
H 4.8176 -0.3299 0.7101
C -3.4461 -4.5457 1.7392
O -0.6878 4.3735 0.5853
```

ΔE to the lowest compared entry with this formula, charge and spin = 58.19 kcal per mole
⟨S²⟩ = 6.014
HOMO (alpha / beta) = -5.851 / -5.989 eV
LUMO (alpha / beta) = 0.9 / 0.9 eV
Total charge = -1
2S+1 = 5
Orbital gap (alpha / beta) = 6.79 / 6.88 eV
E = -100647.260 eV

3.
DFT (ωB97M-V with the def2-TZVPD basis set) results for a 2-piece molecular cluster, C3H11N2 overall at a distorted geometry.

```
16
Properties=species:S:1:pos:R:3
H 3.3273 -0.5414 -0.1956
H -0.4814 0.2032 -1.7029
H 2.5725 1.4171 -0.6607
H -1.0793 1.4958 -0.5540
H -3.5411 -0.2324 -0.2630
N -2.7512 -0.8907 -0.1922
H 0.9425 1.0404 -0.1635
H -2.7396 -1.4742 -1.0423
H -1.5953 0.0289 1.1940
C -1.4000 -0.4836 0.2418
N 1.9874 1.0512 0.1023
H 1.9305 -0.9019 0.9106
C -0.6526 0.4890 -0.6629
H -0.8822 -1.4116 0.4882
H 3.1733 0.2040 1.4627
C 2.6382 -0.1611 0.5678
```

ΔE to the lowest compared entry with this formula, charge and spin = 117.37 kcal per mole
⟨S²⟩ = 1.533
HOMO (alpha / beta) = -21.517 / -19.955 eV
LUMO (alpha / beta) = -11.2 / -12.8 eV
Total charge = +2
2S+1 = 2
Orbital gap (alpha / beta) = 10.28 / 7.16 eV
E = -6245.362 eV

4.
DFT (ωB97M-V with the def2-TZVPD basis set) results for an isolated ion of composition C4H6O2P and charge -1 at a distorted geometry.

```
13
Properties=species:S:1:pos:R:3
O -2.1384 0.9534 -1.1184
H 1.1991 -0.4366 -1.1826
H 1.7465 0.9910 0.9593
C 0.8062 0.5227 0.6726
P -1.7022 -0.2063 0.1071
C -0.3828 0.9690 1.0264
C -0.4793 -1.4020 -0.0895
O -3.0018 -0.5208 0.7521
H -0.5955 1.8547 1.6068
C 0.8689 -0.7194 -0.1665
H -3.0328 1.2027 -0.8900
H -0.6551 -2.1887 -0.8223
H 1.6488 -1.3908 0.2273
```

ΔE to the lowest compared entry with this formula, charge and spin = 15.08 kcal per mole
Structure (SMILES) = [O-][P@]1(O)=CCC=C1
HOMO = -2.719 eV
LUMO = 4.3 eV
Total charge = -1
Orbital gap = 6.98 eV
E = -17629.784 eV

5.
DFT (ωB97M-V with the def2-TZVPD basis set) results for C39H52N4OP2Ti as an isolated structure at a distorted geometry.

```
99
Properties=species:S:1:pos:R:3
H -2.6014 2.5694 6.7798
C 3.2703 -1.6996 -1.2535
C 5.2824 -1.8016 -2.2567
H -0.7542 -0.2084 -6.7362
C -4.5760 -3.2310 3.2661
H 0.0659 -0.4864 2.5392
C 5.2398 1.2015 -2.9605
C 7.5528 1.7134 0.9987
P 2.6634 1.9720 -3.8889
H 3.2522 1.4698 -6.9346
H 2.2106 4.8377 -3.2731
C 3.3186 5.7547 -5.0089
H -3.6029 -0.6667 -0.6622
H -3.6749 3.5713 4.7133
H 0.5692 -1.9144 -0.0240
C -5.6595 -3.4585 2.2158
N 1.8241 1.3140 -5.3059
C -4.2946 2.6737 4.6122
H -7.2696 -1.1059 6.3980
C 8.1351 0.5723 0.3494
H 4.5095 5.5511 -6.9201
C -1.7731 -2.9483 0.8204
H -2.9317 -2.8826 -0.9938
H -5.4039 -4.7505 4.6075
C 3.4503 -3.0114 -1.6654
C 0.4135 -0.9032 0.3899
H -5.8205 -2.5480 1.6261
H 3.2421 6.8227 -4.8675
H -1.4560 -2.3577 2.9227
C -6.0377 -2.0816 4.9248
H 1.4172 -0.5326 0.6685
H -4.1965 1.9520 7.2367
C 4.0041 5.0930 -6.0770
C -4.4471 0.2185 5.0124
H -4.0923 -5.3329 3.5639
C 2.7896 4.7681 -4.1827
H 7.2106 -0.8552 -1.0966
C 2.2677 1.1606 -6.6254
H -2.8057 0.8458 7.1437
H -3.7197 -4.3074 4.9641
H 4.3585 2.9125 -6.3888
H -2.6271 1.2981 4.6710
C -6.3886 -1.0305 5.7618
H 4.7887 1.4712 -5.0575
C 6.2415 1.8170 0.5558
N 4.4071 -0.9529 -1.5729
P 4.4764 0.7887 -1.3090
C 0.1714 0.2904 -6.4793
C -1.3383 -1.9967 1.8957
H 9.1502 0.2099 0.4615
H 0.0317 0.7366 -4.2723
H -5.2357 2.8506 5.1528
C 4.7368 -3.0804 -2.2871
C 1.2534 0.5707 -7.3786
H 2.4448 -1.2121 -0.7728
C 0.5421 0.7495 -5.2257
H 2.7382 -3.8138 -1.5478
C -4.4407 -4.4770 4.1545
O -3.4789 -0.4809 2.9332
H -4.8213 1.0204 1.1001
C -0.1482 0.0066 -0.7246
H -3.7883 1.7257 -0.2132
C -2.5345 -0.8561 -0.5060
N 3.1232 3.5097 -4.6985
C -4.9220 -2.0018 4.0919
H 4.0291 0.0329 -4.3602
H 5.2091 -3.9590 -2.7092
C 7.1541 0.0187 -0.4664
N 5.9736 0.7657 -0.3417
H -5.8310 0.9061 6.5100
H 8.0485 2.3714 1.6968
C -3.2810 1.7168 6.6797
C -1.6355 0.2172 -0.6785
C -3.5799 1.4585 5.1955
H 0.3731 0.9801 -0.6701
H -6.6061 -3.7212 2.7075
C -2.1030 -2.3025 -0.5504
H -3.6383 2.2996 1.5041
C 3.9037 3.7261 -5.8397
H -1.0002 -3.7284 0.6754
H 5.4630 2.5234 0.7931
C -4.2213 -0.7602 3.9928
H 5.5993 2.2390 -2.8554
H -5.3919 -4.2721 1.5317
H 0.1523 -0.4074 -1.7128
H -2.0018 1.1717 -1.0663
H -4.5225 2.5205 3.5517
H -6.6354 -2.9982 4.9298
H 6.1272 0.5745 -3.1418
H -1.2577 -2.4454 -1.2425
H -3.6124 -3.0585 2.7721
H -2.6574 -3.5133 1.1647
C -3.8194 1.4233 0.8492
H 6.2078 -1.4318 -2.6718
C -0.3867 -0.9789 1.6689
C -5.5807 0.0991 5.8122
Ti -2.3620 0.0463 1.5075
C 4.2776 1.0877 -4.1607
H 1.2938 0.3652 -8.4396
```

ΔE to the lowest compared entry with this formula, charge and spin = 0.00 kcal per mole
HOMO (alpha / beta) = -11.394 / -11.393 eV
LUMO (alpha / beta) = -9.5 / -9.6 eV
Total charge = +2
Orbital gap (alpha / beta) = 1.85 / 1.80 eV
E = -90966.978 eV

6.
DFT (ωB97M-V with the def2-TZVPD basis set) results for a 10-piece molecular cluster, C4H28N2O11 overall at a distorted geometry.

```
45
Properties=species:S:1:pos:R:3
H -1.0169 -2.1081 -1.1735
O 0.3033 -0.7740 -4.0923
O 3.2855 -1.8579 -0.5325
H -3.0507 0.0223 -3.4797
O -0.7853 -1.6008 2.1796
H -0.3172 -0.3625 0.6822
O -1.5727 2.3406 -1.7496
H 0.9178 1.4919 1.0596
H 2.4952 1.2757 -1.0347
H 3.6278 -2.7071 -0.2348
H -2.7482 0.2055 1.9021
O 2.4657 -0.7805 2.2155
O -3.0150 0.5201 2.7719
H -1.4046 3.2369 0.5096
H -3.9245 -0.1678 -0.6208
O 1.4048 0.2379 4.5009
H -2.0263 1.1208 -3.3508
H 0.8042 -1.8402 -2.6416
O 2.7464 1.4369 -0.1088
H -2.2125 0.8598 3.2031
H -1.8037 1.7998 1.1962
H 1.2490 -0.3753 -0.0926
H 2.6118 -2.1204 -1.2296
N 0.1301 1.9672 1.5105
H -0.4727 -2.3038 2.7597
H -0.5928 -0.5341 -4.3835
H 1.4783 0.5746 3.5950
C -1.0309 2.2151 0.5844
H -3.4771 1.0927 -1.2122
O 1.0354 -2.2050 -1.7690
C -1.0939 1.6424 -0.8728
H 1.1137 1.0629 4.9224
N -0.3261 0.5421 -1.2242
O -2.1039 0.1510 -3.3969
H 0.8182 -0.1521 -4.6316
H 3.5018 0.8523 0.0699
H 0.2857 -2.5564 -0.0224
H 3.2355 -1.1944 2.6194
H -0.1630 -0.8920 2.3740
O -3.1402 0.3981 -0.6315
H -0.4013 0.2033 -2.1677
H 2.4834 -1.2460 1.3545
C 0.0021 -1.8668 -0.8347
C 0.1477 -0.4687 -0.2942
H 0.5360 2.8643 1.7715
```

ΔE to the lowest compared entry with this formula, charge and spin = 65.72 kcal per mole
Structure (SMILES) = NCC(=O)NCCO.O.O.O.O.O.O.O.O.O
HOMO = -9.125 eV
LUMO = 0.1 eV
Total charge = 0
Orbital gap = 9.25 eV
E = -30105.079 eV

7.
DFT (ωB97M-V with the def2-TZVPD basis set) results for C21H39NOsP2 as an isolated structure at a distorted geometry.

```
64
Properties=species:S:1:pos:R:3
H 1.4313 1.5690 -2.0530
H 0.5193 2.7538 -0.1224
C 1.1304 0.1234 3.6230
H -2.9321 1.1916 -3.4895
H -2.0474 4.0099 0.4348
C 1.4476 1.0734 -1.0362
H -0.9605 1.3001 -4.6958
H 1.5014 -2.4541 -0.8185
H -4.5470 0.1179 0.3643
H -0.6256 1.7883 -0.9587
H 1.6186 -3.9033 3.1948
C 1.6287 -0.4155 -1.1799
H -3.4077 -0.0378 -2.2534
C -0.2359 1.1602 1.0758
H -2.3768 -1.6761 0.6567
H -4.0930 2.1560 -1.4506
P -2.6610 1.6657 0.3711
H 0.2763 0.7356 3.9181
H 5.9931 -2.0485 1.2986
H -0.4516 -2.8879 0.1696
H -0.3974 -1.8867 -3.7786
H 2.7003 -0.6274 -1.2422
C -2.7410 0.8168 -2.4626
H -1.9179 0.0919 2.0724
H 0.6804 1.0720 -4.0734
C -4.3166 1.0646 0.8574
H -0.6263 2.0240 1.7080
C 1.5359 -3.3275 2.2640
H -2.1402 -1.9065 -3.2745
C -0.5233 -1.9855 -0.4636
H -1.5778 -0.8794 -4.6496
C 4.9232 -2.0846 1.4849
C -1.5600 -1.0545 0.2191
C -2.7312 3.3575 0.9880
H 4.7904 0.5102 0.0902
C 4.4322 0.4156 1.1278
H 3.5776 1.0841 1.3011
H -3.7747 3.7003 0.8458
H 1.2550 -4.0330 1.4652
P -0.9683 0.1174 -2.5175
H -4.3601 0.9547 1.9464
C -0.3427 1.3385 -3.8008
C 0.8916 -1.5306 -0.8414
H -2.4401 2.8678 -1.7565
C 4.1250 -3.1816 1.8127
H -5.0384 1.8194 0.5528
H 1.1957 -0.7896 4.2304
H -2.1467 -0.5262 -0.5768
C -2.9975 1.9569 -1.4599
H 2.0773 0.6742 3.7258
H -1.0687 -2.3606 -1.3581
H -2.5136 3.3499 2.0529
C 4.0623 -0.9559 1.4351
C 0.2382 1.6830 -0.2543
H -0.3795 2.3475 -3.3704
H 0.7900 -2.4798 2.3706
H 2.3888 1.4887 -0.5920
C 2.7991 -2.6999 1.9575
N 2.7740 -1.3605 1.7281
H 4.4419 -4.2102 1.9408
H 5.2749 0.7265 1.7600
C -1.3098 -1.2842 -3.6634
C -1.1318 -0.0853 1.2791
Os 0.8415 -0.4337 1.8704
```

ΔE to the lowest compared entry with this formula, charge and spin = 15.03 kcal per mole
⟨S²⟩ = 6.026
HOMO (alpha / beta) = -13.497 / -13.523 eV
LUMO (alpha / beta) = -5.8 / -8.0 eV
Total charge = +2
2S+1 = 5
Orbital gap (alpha / beta) = 7.67 / 5.55 eV
E = -44922.036 eV

8.
DFT (ωB97M-V with the def2-TZVPD basis set) results for an isolated ion of composition C3H10NOS and charge +1 at a distorted geometry.

```
16
Properties=species:S:1:pos:R:3
S -0.6882 -0.4395 -2.6206
H 1.3434 -0.0331 -0.4454
H -0.4946 -0.8654 1.9054
H 0.6056 2.0801 -0.2095
C -0.4260 -1.1561 -0.8690
H -0.0794 -1.5785 -3.1957
H -0.9509 1.5948 0.3704
H 0.2650 0.8038 2.9377
C 0.3139 -0.2778 1.3030
H 0.2437 -2.0248 -0.7607
H -0.6818 1.6523 -1.1836
C 0.2946 -0.0251 -0.1335
N -0.2490 1.3583 -0.3066
H 1.2249 -0.7916 1.5746
H -1.3631 -1.3354 -0.4529
O 0.6420 1.0379 2.0864
```

ΔE to the lowest compared entry with this formula, charge and spin = 38.95 kcal per mole
Structure (SMILES) = [NH3+][C@@H](CO)CS
HOMO = -13.603 eV
LUMO = -3.7 eV
Total charge = +1
Orbital gap = 9.91 eV
E = -17637.769 eV

9.
DFT (ωB97M-V with the def2-TZVPD basis set) results for C43H30AgN2O8P2 as an isolated structure at a distorted geometry.

```
86
Properties=species:S:1:pos:R:3
H 3.8736 0.5706 3.6471
C -2.0371 1.1671 1.4872
C -3.2933 0.5523 1.3701
C -1.7514 0.3822 -4.1570
H -2.9765 4.4090 0.9134
C 3.0230 -4.1176 -2.3902
C -2.9817 -2.6487 -2.9249
C 0.8385 -2.3585 -2.2735
H 0.7188 -1.9161 -4.8622
H 2.3195 -0.2513 1.8891
O 2.3510 1.4787 -0.7615
H -3.3842 -0.5401 1.4266
H -1.0153 3.0733 1.5885
C -1.0499 -1.5091 3.7404
C -1.5401 -3.8615 3.5672
C 1.9690 0.4876 2.6292
O 3.4736 6.3417 2.9012
H -2.6883 1.7031 -5.5923
C -3.0999 3.3315 1.0955
C 2.7334 2.4158 -0.0158
H -0.8718 2.1117 3.7163
C -2.0767 -2.1606 -1.9653
C 0.5946 3.8741 -0.3312
P -0.5532 -1.2290 -2.2823
O 0.0778 4.9863 -0.1300
C -1.9657 0.8873 -5.4350
H 0.7962 3.1935 5.2014
C 0.6531 -3.6784 -2.7450
C -0.0773 -1.1639 -5.0207
Ag 0.2264 0.7280 -0.9226
H 0.1740 -1.1847 -7.1590
C -1.4923 -3.7672 2.1754
C -3.4367 -3.3243 -0.2653
C -1.2426 -2.5300 1.5712
N 4.1844 5.3381 2.6905
C 2.4566 4.5581 1.1791
C 1.1168 2.4192 4.4851
H 1.9162 5.4806 1.4372
C 0.6123 0.9194 2.6380
P -0.5201 0.1849 1.4883
C -2.3110 -2.5792 -0.6256
O -1.2251 -2.3783 0.2090
C -4.3456 2.7147 1.0111
C -4.1283 -3.3795 -2.5957
C -4.4327 1.3271 1.1905
C -4.3546 -3.7043 -1.2572
C 2.1187 -1.9461 -1.8148
O 5.2838 5.1390 3.2493
C 3.9910 2.3616 0.6168
H 3.8813 -4.8050 -2.4509
H 5.5353 3.1717 1.9278
H 2.2660 -0.9424 -1.3948
O 6.0953 1.3889 0.5660
H -5.2480 3.3081 0.8174
H -0.3311 -4.0132 -3.0939
C 1.7617 -4.5374 -2.7862
C 1.9686 3.5933 0.3059
H 3.1776 2.4261 5.1584
H -5.4058 0.8369 1.1890
H 1.6323 -5.5729 -3.1247
C 2.4487 1.9701 4.4802
H -5.2746 -4.2633 -0.9668
C 3.7065 4.3376 1.7409
N 4.8699 1.1875 0.4050
O 4.4140 0.0695 0.1227
H -0.9110 -0.6128 4.3559
H -1.7757 -4.8374 4.0020
H -4.8079 -3.7164 -3.3960
C -1.3480 -2.7284 4.3641
C -1.2347 0.3470 -6.5070
C 0.1852 1.8332 3.6321
H -2.7715 -2.4814 -3.9839
C 3.2118 -2.8142 -1.8925
H -1.3803 0.7619 -7.5051
C 4.5230 3.2624 1.4796
C -0.9307 -1.3860 2.3345
O 0.0460 2.9600 -1.0679
C -0.7599 -0.5968 -3.9232
H 4.1990 -2.4829 -1.5534
H -1.6081 -4.6525 1.5461
C -1.9749 2.5773 1.4515
H -2.3425 0.7278 -3.3199
C 2.8533 0.9581 3.6045
H -1.4189 -2.8158 5.4399
C -0.3375 -0.7063 -6.3062
H -3.5657 -3.6603 0.7617
```

ΔE to the lowest compared entry with this formula, charge and spin = 0.00 kcal per mole
HOMO = -4.847 eV
LUMO = 2.1 eV
Total charge = -1
Orbital gap = 6.93 eV
E = -87012.296 eV